# 1
Entry from the OMol25 dataset: a cluster of 6 separate species, C18H39N3O3S3 in total (ωB97M-V with the def2-TZVPD basis set).

CARTESIAN COORDINATES (ANGSTROEM)
C -11.2603 -11.6254 15.7046
C -10.6846 -10.4733 14.8372
C -11.7859 -9.4370 14.5672
C -12.2225 -8.7483 15.8192
N -12.6265 -8.2042 16.7261
H -10.5587 -12.4095 15.7139
H -12.1279 -12.0803 15.2684
H -11.5066 -11.3360 16.7272
H -10.4075 -10.9141 13.8440
H -9.7750 -10.0793 15.3333
H -12.6913 -9.9899 14.1207
H -11.5404 -8.6423 13.9031
C -15.6787 -9.1263 15.9597
C -17.1700 -9.0103 16.3375
C -17.5036 -9.2339 17.8158
C -17.1443 -8.1233 18.6701
N -16.9125 -7.2586 19.3954
H -15.6607 -8.8835 14.8878
H -15.1638 -10.0102 16.3362
H -15.1725 -8.3841 16.5160
H -17.7737 -9.7528 15.8148
H -17.5695 -8.0395 16.0111
H -17.0516 -10.1110 18.3016
H -18.5393 -9.4874 17.9388
C -14.7895 -12.5010 9.3262
C -14.0344 -11.5873 8.3741
C -14.3243 -10.0111 8.4208
C -13.9477 -9.4886 9.7841
N -13.6528 -9.1062 10.8106
H -14.9754 -12.0807 10.2852
H -14.1414 -13.2826 9.5499
H -15.7441 -12.8553 8.9875
H -14.1821 -11.9623 7.3820
H -13.0104 -11.7147 8.6377
H -15.3551 -9.8124 8.1770
H -13.6327 -9.6239 7.6554
C -6.5528 -5.3372 13.2370
S -6.6896 -3.5648 12.8107
O -5.4734 -2.9511 13.4375
C -6.3937 -3.7209 11.0673
H -6.9488 -5.5199 14.2309
H -5.5598 -5.8268 13.1449
H -7.2243 -6.0316 12.6155
H -6.6887 -2.7181 10.7167
H -6.9219 -4.5709 10.5767
H -5.3010 -3.7499 10.8637
C -11.9593 -4.5285 15.2874
S -10.4176 -4.2961 14.2665
O -10.3950 -5.3277 13.1658
C -10.8401 -2.7407 13.4089
H -12.8190 -4.0672 14.7780
H -11.7263 -3.8532 16.2072
H -12.1310 -5.5290 15.6325
H -11.1063 -1.9873 14.1550
H -11.7413 -3.0643 12.8160
H -10.0032 -2.4820 12.7908
C -12.5031 -5.8036 10.3810
S -10.8135 -5.6638 9.7004
O -11.0231 -6.1392 8.2857
C -10.2140 -7.1542 10.5308
H -13.1059 -4.9373 10.0245
H -12.3162 -5.6608 11.4673
H -12.9925 -6.7804 10.1289
H -10.6902 -8.0163 10.1139
H -10.4358 -7.1086 11.5877
H -9.1221 -7.2081 10.3718

Results
Gap between HOMO and LUMO   9.18 eV
HOMO energy   -8.72 eV
Net charge   0
Relative energy (zero: lowest compared OMol25 entry of this formula, charge and spin)   0.0 kcal/mol
E_tot   -62412.4414 eV
F_max   3.34 eV/A

Results of the Mulliken charge analysis, in e, for atoms 1 through 8: atom 1 (C): -1.28, atom 2 (C): -0.38, atom 3 (C): 0.24, atom 4 (C): 0.15, atom 5 (N): -0.60, atom 6 (H): 0.40, atom 7 (H): 0.35, atom 8 (H): 0.34


# 2
Entry from the OMol25 dataset: a structure of composition C18H39O7V (ωB97M-V with the def2-TZVPD basis set).

CARTESIAN COORDINATES (ANGSTROEM)
V 0.2862 -0.1455 -0.7422
C 1.6603 -2.4131 -4.3626
C 1.5705 -0.9858 -3.8399
O 0.7527 -0.8479 -2.6846
H 0.6669 -2.8404 -4.4994
H 2.0931 -3.0391 -3.5822
H 2.2148 -2.4740 -5.2991
H 1.2037 -0.2952 -4.5993
H 2.5758 -0.5746 -3.7488
C 1.2495 -3.4433 2.4550
C 0.5827 -3.1088 1.0972
O 0.4328 -1.8323 0.6071
H 0.6456 -3.0661 3.2803
H 2.1989 -2.9188 2.5626
H 1.4067 -4.4921 2.7070
H -0.3891 -3.5500 1.3190
H 1.0919 -3.6864 0.3257
C -1.6400 3.5682 -2.1121
C -1.0534 3.0017 -0.8570
O -0.3304 1.7990 -1.1257
H -0.9003 3.9314 -2.8255
H -1.9328 4.5346 -1.7016
H -2.4968 3.0323 -2.5205
H -1.9536 2.8315 -0.2665
H -0.4040 3.6648 -0.2853
C 3.7396 2.2978 -0.6100
C 3.4490 0.8340 -0.3519
O 2.4699 0.1869 -0.6673
C 4.5805 0.1165 0.3161
H 3.1349 2.9899 -0.0240
H 3.6741 2.3372 -1.6973
H 4.7843 2.4907 -0.3658
H 4.8195 -0.8042 -0.2163
H 4.2464 -0.1836 1.3092
H 5.4892 0.6813 0.5242
C -3.0335 -1.5010 2.3099
C -2.7252 -0.0077 1.9563
O -1.8184 0.3474 1.2440
C -3.5945 1.2052 2.4790
H -2.5041 -1.7203 3.2370
H -2.6779 -2.1826 1.5372
H -4.1078 -1.6311 2.4406
H -3.4406 1.5587 3.4985
H -4.5977 0.7810 2.4395
H -3.6410 2.0771 1.8265
C -2.3273 -2.6101 -2.6725
C -2.6678 -1.4459 -1.8106
O -1.7896 -0.6710 -1.4149
C -4.1420 -1.2798 -1.3879
H -1.2527 -2.7890 -2.6354
H -2.6515 -2.4914 -3.7063
H -2.9516 -3.3211 -2.1314
H -4.7234 -2.1908 -1.5294
H -4.4704 -0.6178 -2.1892
H -4.2165 -0.7269 -0.4515
C 0.4078 3.1073 2.8269
C 1.1893 1.8044 2.4150
O 1.0109 1.2035 1.3351
C 2.3071 1.3760 3.3513
H -0.0978 3.1238 3.7924
H -0.3641 3.3145 2.0858
H 1.1869 3.8685 2.7858
H 3.1541 2.0572 3.4333
H 2.7150 0.4107 3.0518
H 1.9054 1.3547 4.3644

Results
Gap between HOMO and LUMO (alpha / beta)   4.01 / 5.99 eV
HOMO energy (alpha / beta)   -1.36 / -3.35 eV
Net charge   -1
Relative energy (zero: lowest compared OMol25 entry of this formula, charge and spin)   22.9 kcal/mol
E_tot   -59315.7172 eV
Multiplicity   4
F_max   4.49 eV/A

Results of the Mulliken charge analysis, in e, for atoms 1 through 8: atom 1 (V): 1.18, atom 2 (C): -1.07, atom 3 (C): -0.49, atom 4 (O): -0.42, atom 5 (H): 0.18, atom 6 (H): 0.24, atom 7 (H): 0.38, atom 8 (H): 0.29


# 3
Entry from the OMol25 dataset: a structure of composition C18H40AlBrN3O6P2 (ωB97M-V with the def2-TZVPD basis set).

CARTESIAN COORDINATES (ANGSTROEM)
O 3.5511 -2.1622 -5.7323
N 2.6547 -2.0931 -6.5023
O 1.5185 -1.5934 -5.9556
Al 0.6386 -0.5542 -7.1478
P -1.6466 -0.2333 -6.4434
O -1.9499 -0.5834 -5.0085
P 1.7463 1.5513 -7.5150
O 2.9244 0.9399 -8.5418
Br 2.9271 1.6591 -5.5831
H 0.6843 -1.2483 -8.6029
H -2.4879 -0.9210 -7.3663
H -2.0606 1.0855 -6.7889
H 2.6745 0.0695 -8.8782
C -2.0112 -3.1442 -0.8149
C -0.7221 -3.0357 0.0007
C -0.5488 -1.6300 0.5931
C -0.1946 -0.5746 -0.4506
C 1.0507 -0.9807 -1.2324
C 0.9301 -2.3647 -1.8875
N 0.4981 -3.3387 -0.8200
O 1.4550 -3.8616 -0.1485
C -0.0352 -2.3160 -3.0692
C 2.2911 -2.8131 -2.4104
C -0.8045 -4.0671 1.1226
H -2.8529 -2.9706 -0.1414
H -2.0825 -2.4308 -1.6266
H -2.1069 -4.1473 -1.2337
H 0.2514 -1.6771 1.3405
H -1.4711 -1.3654 1.1212
H -1.0355 -0.4064 -1.1281
H -0.0083 0.3804 0.0468
H 1.2642 -0.2583 -2.0241
H 1.9130 -0.9917 -0.5565
H -0.3555 -3.3170 -3.3656
H 0.4699 -1.8657 -3.9209
H -0.9193 -1.7079 -2.9061
H 3.0499 -2.7931 -1.6322
H 2.5799 -2.1462 -3.2231
H 2.2322 -3.8279 -2.8064
H -0.8127 -5.0778 0.7138
H -1.7353 -3.9017 1.6703
H 0.0352 -3.9851 1.8072
C -0.5816 3.3253 6.0447
C -1.4053 2.9730 4.8060
C -1.6603 1.4619 4.7102
C -0.4139 0.6658 4.3403
C 0.1973 1.1812 3.0411
C 0.5084 2.6829 3.0658
N -0.7280 3.4062 3.5346
O -1.5401 3.7205 2.5974
C 1.7211 2.9795 3.9544
C 0.8293 3.1768 1.6584
C -2.7289 3.7244 4.9096
H -1.1584 3.0410 6.9263
H 0.3731 2.8158 6.1013
H -0.4009 4.4006 6.0856
H -2.4302 1.2957 3.9508
H -2.0699 1.1236 5.6663
H 0.3169 0.7008 5.1538
H -0.6800 -0.3856 4.2146
H 1.1200 0.6409 2.8110
H -0.4994 0.9868 2.2207
H 1.7611 4.0369 4.2189
H 2.6209 2.7350 3.3895
H 1.7481 2.3899 4.8667
H 0.0356 2.9366 0.9573
H 1.7516 2.6958 1.3287
H 0.9746 4.2575 1.6516
H -2.5644 4.8009 4.8621
H -3.1858 3.4802 5.8709
H -3.4098 3.4494 4.1096

Results
Gap between HOMO and LUMO (alpha / beta)   7.02 / 7.00 eV
HOMO energy (alpha / beta)   -4.93 / -4.93 eV
Net charge   -1
Relative energy (zero: lowest compared OMol25 entry of this formula, charge and spin)   0.0 kcal/mol
E_tot   -131286.9273 eV
Multiplicity   3
F_max   0.56 eV/A

Results of the Mulliken charge analysis, in e, for atoms 1 through 8: atom 1 (O): -0.34, atom 2 (N): 0.16, atom 3 (O): -0.14, atom 4 (Al): 0.32, atom 5 (P): 0.19, atom 6 (O): -0.57, atom 7 (P): 0.10, atom 8 (O): -0.49